a) C2H2O2 | the ωB97M-V functional and the def2-TZVPD basis

Output
SMILES string: C#COO
molecular weight: 58.0 g mol⁻¹
Kohn-Sham gap: 0.3740 Ha

```
6
C2H2O2, DFT the ωB97M-V functional and the def2-TZVPD basis
C -1.651 -0.138 0.071
C -0.461 -0.284 -0.119
O 1.880 0.225 0.020
O 0.756 -0.703 0.072
H -2.589 -0.089 -0.352
H 2.511 -0.037 -0.627
```

Results of the natural (NBO) charge analysis, in e, for atoms 1 through 2: number 1, C, carries -0.316; number 2, C, carries 0.283

***

b) C2H2O2 | the ωB97M-V functional and the def2-TZVPD basis

Output
molecular weight: 58.0 g mol⁻¹
Kohn-Sham gap: 0.3541 Ha

```
6
C2H2O2, DFT the ωB97M-V functional and the def2-TZVPD basis
C -0.802 -0.436 0.137
C 0.558 0.050 0.049
O -1.925 -0.525 0.009
O 0.028 1.299 0.075
H 1.288 -0.093 0.731
H 0.853 -0.294 -1.001
```

Results of the natural (NBO) charge analysis, in e, for atoms 1 through 2: number 1, C, carries 0.824; number 2, C, carries -0.154

***

c) C2H2O2 | the ωB97M-V functional and the def2-TZVPD basis

Output
SMILES string: O=CC=O
molecular weight: 58.0 g mol⁻¹
Kohn-Sham gap: 0.3397 Ha

```
6
C2H2O2, DFT the ωB97M-V functional and the def2-TZVPD basis
C -0.243 -0.555 0.580
C -0.006 0.535 -0.577
H -0.500 -1.661 0.398
H -0.294 0.287 -1.746
O 0.554 -0.227 1.493
O 0.490 1.622 -0.148
```

Results of the natural (NBO) charge analysis, in e, for atoms 1 through 2: number 1, C, carries 0.268; number 2, C, carries 0.305

***

d) C2H2O2 | the ωB97M-V functional and the def2-TZVPD basis

Output
molecular weight: 58.0 g mol⁻¹
Kohn-Sham gap (alpha / beta): 0.3109 / 0.2996 Ha

```
6
C2H2O2, DFT the ωB97M-V functional and the def2-TZVPD basis
C 0.769 0.865 -0.594
C -0.853 -0.731 0.572
O 0.923 1.721 -1.431
O -1.316 -1.557 -0.106
H 1.458 0.214 -0.026
H -0.981 -0.511 1.586
```

Results of the natural (NBO) charge analysis, in e, for atoms 1 through 2: number 1, C, carries 0.339; number 2, C, carries 0.347

***

c) is favored, and the nearest alternative lies 12.2 kcal/mol above it.

***

a) C40H110N10O10 | the ωB97M-V functional and the def2-TZVPD basis

Output
SMILES string: COC[C@H](C)N.COC[C@H](C)N.COC[C@H](C)N.COC[C@H](C)N.COC[C@H](C)N.COC[C@H](C)N.COC[C@H](C)N.COC[C@H](C)N.COC[C@H](C)N.COC[C@H](C)N
molecular weight: 891.4 g mol⁻¹
Kohn-Sham gap: 0.3349 Ha

```
170
C40H110N10O10, DFT the ωB97M-V functional and the def2-TZVPD basis
C -7.663 -7.709 0.503
C -6.343 -7.221 -0.017
C -5.662 -6.298 0.997
O -4.379 -5.854 0.557
C -4.329 -4.966 -0.562
N -5.552 -8.378 -0.406
H -7.471 -8.500 1.228
H -8.243 -8.148 -0.309
H -8.340 -7.004 0.986
H -6.593 -6.681 -0.931
H -5.554 -6.850 1.930
H -6.236 -5.411 1.263
H -3.324 -4.560 -0.676
H -5.019 -4.135 -0.414
H -4.647 -5.455 -1.483
H -6.089 -8.911 -1.076
H -4.781 -8.019 -0.951
C -4.672 0.822 2.388
C -5.096 1.992 3.350
C -4.921 3.336 2.673
O -3.530 3.689 2.359
C -3.411 5.052 2.001
N -6.526 1.824 3.638
H -3.612 0.924 2.156
H -5.264 0.844 1.473
H -4.736 -0.107 2.954
H -4.449 2.034 4.226
H -5.388 4.036 3.366
H -5.472 3.390 1.734
H -3.703 5.661 2.857
H -4.094 5.174 1.160
H -2.394 5.388 1.800
H -6.704 2.459 4.403
H -7.040 2.268 2.890
C -0.868 -6.805 5.927
C -1.368 -5.847 4.852
C -0.766 -4.411 4.908
O -1.500 -3.618 5.826
C -1.153 -2.237 5.839
N -1.094 -6.449 3.584
H 0.209 -6.896 5.788
H -1.296 -7.806 5.867
H -1.078 -6.423 6.926
H -2.453 -5.957 4.845
H -0.942 -3.988 3.920
H 0.295 -4.429 5.157
H -0.068 -2.165 5.916
H -1.618 -1.728 6.682
H -1.446 -1.635 4.979
H -1.395 -7.413 3.581
H -1.638 -5.974 2.878
C 4.568 -7.150 -1.126
C 3.616 -7.544 0.052
C 4.309 -7.946 1.330
O 5.244 -8.958 1.242
C 4.751 -10.244 0.863
N 2.792 -6.424 0.346
H 5.280 -6.360 -0.889
H 4.114 -6.897 -2.084
H 5.273 -7.934 -1.403
H 2.954 -8.271 -0.419
H 3.608 -8.067 2.156
H 4.905 -7.107 1.688
H 5.563 -10.952 0.697
H 4.252 -10.132 -0.099
H 4.050 -10.642 1.597
H 3.245 -5.741 0.936
H 1.967 -6.594 0.902
C 6.852 -2.381 3.344
C 5.358 -2.412 3.714
C 4.877 -1.164 4.488
O 5.609 -1.002 5.714
C 4.813 -0.265 6.638
N 4.666 -2.458 2.443
H 7.395 -2.124 4.253
H 7.211 -1.637 2.633
H 7.165 -3.380 3.039
H 5.148 -3.332 4.259
H 3.815 -1.252 4.716
H 5.003 -0.293 3.845
H 4.336 0.609 6.195
H 5.385 -0.014 7.531
H 4.080 -0.991 6.988
H 4.769 -1.556 2.000
H 5.195 -3.165 1.953
C 7.747 11.153 1.684
C 6.277 11.452 1.224
C 5.225 11.125 2.282
O 5.307 9.693 2.572
C 4.075 9.320 3.027
N 6.296 12.914 0.984
H 8.467 11.300 0.878
H 7.817 10.073 1.808
H 8.069 11.703 2.568
H 5.936 10.843 0.387
H 4.271 11.546 1.967
H 5.582 11.612 3.190
H 3.795 9.794 3.968
H 4.157 8.280 3.344
H 3.271 9.370 2.292
H 6.614 13.303 1.860
H 5.355 13.276 0.920
C -0.476 0.338 -1.322
C 0.781 0.398 -0.470
C 0.858 1.672 0.372
O 2.241 1.973 0.557
C 2.511 2.911 1.598
N 0.747 -0.757 0.398
H -0.354 -0.252 -2.231
H -0.887 1.318 -1.563
H -1.279 -0.110 -0.736
H 1.591 0.442 -1.199
H 0.233 1.692 1.264
H 0.389 2.454 -0.225
H 2.275 2.575 2.608
H 1.909 3.796 1.396
H 3.547 3.236 1.502
H 1.453 -0.613 1.106
H 1.001 -1.610 -0.081
C -6.160 -0.520 -11.305
C -5.488 -1.309 -10.165
C -4.468 -0.500 -9.256
O -4.114 -1.387 -8.154
C -3.350 -0.739 -7.125
N -6.480 -1.943 -9.274
H -6.912 0.154 -10.896
H -6.576 -1.256 -11.994
H -5.504 0.077 -11.939
H -4.887 -2.121 -10.574
H -4.994 0.417 -8.990
H -3.544 -0.294 -9.797
H -3.179 -1.591 -6.468
H -3.909 0.046 -6.616
H -2.373 -0.313 -7.353
H -5.926 -2.575 -8.715
H -6.989 -2.551 -9.901
C -6.832 2.600 -2.871
C -6.746 3.985 -3.476
C -5.424 4.456 -4.134
O -4.640 4.751 -3.013
C -3.399 5.414 -3.389
N -7.887 4.102 -4.349
H -5.962 2.402 -2.245
H -6.817 1.815 -3.627
H -7.721 2.422 -2.267
H -7.081 4.662 -2.691
H -5.685 5.315 -4.752
H -5.059 3.654 -4.775
H -3.561 6.404 -3.816
H -2.825 4.765 -4.050
H -2.847 5.485 -2.452
H -7.780 3.551 -5.189
H -8.637 3.631 -3.865
C 5.319 1.703 -3.369
C 6.396 2.094 -2.321
C 6.618 3.710 -2.202
O 7.405 4.075 -1.073
C 7.018 5.309 -0.545
N 5.989 1.480 -1.041
H 4.956 0.688 -3.205
H 5.681 1.691 -4.397
H 4.465 2.379 -3.324
H 7.320 1.566 -2.559
H 5.599 4.082 -2.099
H 7.032 4.162 -3.104
H 5.966 5.250 -0.266
H 7.132 6.189 -1.178
H 7.574 5.441 0.383
H 6.631 1.909 -0.390
H 5.102 1.919 -0.840
```

Results of the Löwdin charge analysis, in e, for atoms 1 through 2: number 1, C, carries -0.082; number 2, C, carries -0.480

***

b) C40H110N10O10 | the ωB97M-V functional and the def2-TZVPD basis

Output
molecular weight: 891.4 g mol⁻¹
Kohn-Sham gap: 0.2708 Ha

```
170
C40H110N10O10, DFT the ωB97M-V functional and the def2-TZVPD basis
C 4.192 -0.540 2.645
C 4.327 -1.339 1.345
C 4.937 -0.560 0.096
O 4.074 0.565 -0.151
C 4.493 1.439 -1.173
N 5.057 -2.551 1.790
H 3.374 0.172 2.537
H 5.128 -0.012 2.831
H 3.970 -1.050 3.583
H 3.283 -1.563 1.127
H 4.898 -1.227 -0.765
H 5.863 -0.243 0.576
H 3.900 1.252 -2.068
H 5.544 1.284 -1.415
H 4.493 2.500 -0.922
H 5.982 -2.242 2.051
H 5.384 -2.917 0.907
C 2.536 -1.849 -3.009
C 2.639 -3.384 -2.947
C 4.053 -3.837 -2.441
O 5.023 -3.167 -3.245
C 5.616 -4.052 -4.160
N 1.603 -3.713 -1.965
H 2.941 -1.452 -2.078
H 1.471 -1.643 -3.114
H 2.968 -1.478 -3.937
H 2.557 -3.944 -3.878
H 4.209 -4.913 -2.365
H 4.191 -3.513 -1.410
H 6.267 -3.397 -4.739
H 4.824 -4.643 -4.620
H 6.268 -4.677 -3.550
H 1.691 -3.299 -1.047
H 1.587 -4.684 -1.689
C -3.823 4.621 -1.598
C -2.982 4.014 -2.771
C -1.994 2.845 -2.409
O -0.787 3.272 -1.674
C 0.279 2.388 -1.646
N -3.925 3.496 -3.779
H -4.815 4.970 -1.883
H -3.515 5.632 -1.330
H -4.075 3.988 -0.747
H -2.480 4.885 -3.192
H -1.649 2.417 -3.350
H -2.572 2.093 -1.872
H 1.149 3.022 -1.475
H 0.349 1.897 -2.616
H 0.089 1.662 -0.855
H -4.503 4.260 -4.099
H -3.523 3.081 -4.607
C 3.586 3.992 -1.053
C 2.366 3.523 -0.314
C 2.577 2.885 1.063
O 1.410 2.549 1.744
C 1.747 1.959 3.027
N 1.614 4.789 -0.138
H 4.023 4.943 -0.747
H 3.289 4.084 -2.097
H 4.287 3.162 -0.966
H 1.758 2.867 -0.938
H 3.159 3.570 1.680
H 3.198 1.998 0.942
H 2.301 2.635 3.678
H 2.338 1.124 2.652
H 0.842 1.527 3.453
H 1.442 5.119 -1.077
H 0.722 4.493 0.233
C 0.385 -3.640 -3.724
C -0.416 -4.029 -2.507
C -1.675 -3.095 -2.155
O -1.472 -1.631 -2.044
C -1.278 -0.932 -3.340
N -0.828 -5.533 -2.567
H -0.283 -3.861 -4.556
H 1.234 -4.320 -3.801
H 0.737 -2.617 -3.584
H 0.242 -3.833 -1.660
H -2.106 -3.454 -1.221
H -2.452 -3.378 -2.865
H -1.651 -1.490 -4.199
H -0.189 -0.922 -3.394
H -1.630 0.098 -3.282
H -0.055 -6.130 -2.312
H -1.521 -5.762 -1.869
C 2.234 -1.129 -0.758
C 0.986 -0.816 0.088
C 0.222 0.401 -0.434
O -0.928 0.729 0.345
C -0.612 1.445 1.538
N 0.134 -1.977 -0.035
H 2.781 -1.945 -0.285
H 2.867 -0.250 -0.879
H 1.892 -1.456 -1.740
H 1.219 -0.745 1.150
H -0.127 0.165 -1.439
H 0.922 1.225 -0.573
H -1.564 1.740 1.980
H -0.109 2.391 1.333
H -0.047 0.875 2.276
H -0.828 -1.720 0.135
H 0.028 -2.239 -1.005
C 2.075 3.407 5.442
C 0.688 2.779 5.852
C 0.687 1.215 5.900
O 1.067 0.833 4.634
C 0.531 -0.429 4.241
N 0.459 3.461 7.149
H 2.145 4.418 5.844
H 2.542 3.195 4.481
H 2.809 2.936 6.096
H -0.009 3.091 5.074
H -0.312 0.951 6.246
H 1.432 0.845 6.604
H 1.103 -1.286 4.598
H 0.491 -0.323 3.157
H -0.482 -0.647 4.579
H 1.304 3.511 7.701
H 0.331 4.446 6.966
C -3.661 1.064 0.066
C -3.523 -0.435 0.292
C -3.097 -1.229 -0.924
O -4.261 -1.293 -1.726
C -4.193 -1.987 -2.923
N -2.448 -0.443 1.301
H -2.806 1.593 -0.355
H -3.879 1.614 0.982
H -4.482 1.124 -0.648
H -4.473 -0.738 0.733
H -2.849 -2.213 -0.525
H -2.240 -0.778 -1.423
H -5.085 -1.625 -3.434
H -4.091 -3.068 -3.011
H -3.253 -1.650 -3.359
H -1.682 0.098 0.926
H -2.813 0.232 1.958
C -5.629 4.418 1.348
C -4.100 4.374 1.787
C -3.342 2.946 1.471
O -2.113 2.783 2.196
C -0.921 3.499 1.708
N -3.500 5.404 1.025
H -5.924 3.873 0.451
H -5.963 5.451 1.252
H -6.307 3.958 2.068
H -4.090 4.654 2.841
H -3.214 2.839 0.393
H -3.999 2.119 1.739
H -0.017 3.028 2.093
H -0.993 4.523 2.073
H -0.843 3.406 0.625
H -3.915 6.324 1.043
H -2.544 5.510 1.333
C -2.588 -2.721 0.744
C -2.839 -4.075 0.221
C -1.650 -4.996 -0.014
O -1.992 -6.255 -0.601
C -1.126 -7.292 -0.095
N -3.822 -4.668 1.173
H -3.501 -2.187 1.004
H -2.007 -2.081 0.080
H -1.923 -2.702 1.608
H -3.303 -4.026 -0.764
H -0.925 -5.014 0.799
H -1.054 -4.644 -0.856
H -1.354 -8.287 -0.479
H -1.197 -7.325 0.993
H -0.092 -7.063 -0.354
H -3.933 -5.609 0.823
H -4.644 -4.083 1.120
```

Results of the Löwdin charge analysis, in e, for atoms 1 through 2: number 1, C, carries -0.050; number 2, C, carries -0.407

***

a) is favored, and the nearest alternative lies 1172.6 kcal/mol above it.

***

a) CH5O4 | the ωB97M-V functional and the def2-TZVPD basis

Output
molecular weight: 81.0 g mol⁻¹
net charge: -1
Kohn-Sham gap: 0.3340 Ha

```
10
CH5O4, DFT the ωB97M-V functional and the def2-TZVPD basis
O 0.448 0.338 -1.609
C 0.919 -0.239 -0.630
O 0.576 -0.491 0.513
H 2.035 -0.322 -0.877
H -1.031 0.443 -1.371
H -2.185 -0.544 -0.642
O -2.082 0.016 -1.411
H 0.222 0.926 2.088
H 0.842 -0.368 2.162
O 0.383 0.299 2.810
```

Results of the natural (NBO) charge analysis, in e, for atoms 1 through 2: number 1, O, carries -0.725; number 2, C, carries 0.678

***

b) CH5O4 | the ωB97M-V functional and the def2-TZVPD basis

Output
molecular weight: 81.0 g mol⁻¹
net charge: -1
Kohn-Sham gap: 0.2908 Ha

```
10
CH5O4, DFT the ωB97M-V functional and the def2-TZVPD basis
O -2.289 -1.536 -0.106
C -1.107 -1.875 0.221
O -0.058 -2.042 -0.546
H -1.008 -2.265 1.257
H -1.863 0.886 -0.901
H -2.604 1.436 0.343
O -2.207 1.718 -0.487
H 3.023 1.469 -0.287
H 4.193 0.680 0.440
O 3.920 1.528 0.065
```

Results of the natural (NBO) charge analysis, in e, for atoms 1 through 2: number 1, O, carries -0.798; number 2, C, carries 0.604

***

b) is favored, and the nearest alternative lies 2.9 kcal/mol above it.